A single C3H2F2N2 molecule in a non-equilibrium geometry. Source: the OMol25 dataset; level of theory: ωB97M-V with the def2-TZVPD basis set.

The geometry in XYZ format:
```
9
Properties=species:S:1:pos:R:3:mulliken_charge:R:1
F -1.27 1.62 0.00 -0.247
F -1.55 -1.38 -0.06 -0.242
N 0.96 -1.30 0.08 -0.532
N 1.09 1.01 -0.08 -0.148
C -0.35 0.65 0.09 0.242
C 1.74 -0.20 -0.03 -0.091
C -0.29 -0.79 0.05 0.359
H 1.49 2.05 0.19 0.327
H 2.86 -0.17 -0.17 0.331
```

orbital gap	0.3462	hartree
energy relative to the best compared isomer or geometry (same formula, charge and spin)	1.207	eV
structure (SMILES)	Fc1nc[nH]c1F
LUMO	0.54	eV

***

A molecular structure, C20H21Cl5N3O5Tl. Source: the OMol25 dataset; level of theory: ωB97M-V with the def2-TZVPD basis set.

The geometry in XYZ format:
```
55
Properties=species:S:1:pos:R:3:mulliken_charge:R:1
Tl -0.36 0.28 2.68 0.726
Cl 4.47 2.06 4.43 -0.253
Cl -0.15 4.02 -5.06 -0.304
Cl 2.11 2.76 -1.33 -0.349
Cl 4.90 4.11 -0.62 -0.257
Cl 6.08 3.77 2.28 -0.260
O 1.95 0.97 3.40 -0.997
O -3.54 1.58 -0.94 -0.312
O -3.21 0.88 2.42 -0.647
O -5.15 1.00 1.21 -0.761
O 0.88 1.34 0.91 -0.637
N 0.18 -4.47 0.90 0.131
N 1.83 -2.82 0.72 0.256
N -0.37 -2.15 1.02 -0.364
C -4.78 3.12 -2.76 -1.273
C -3.29 2.90 -2.81 0.915
C -3.07 0.72 0.10 0.644
C 2.85 -3.71 1.26 -1.183
C 3.83 2.29 2.81 0.089
C 2.03 1.87 1.21 -0.393
C -1.31 1.88 -1.86 -0.167
C 4.55 3.05 1.86 0.303
C -2.68 2.09 -1.84 0.691
C 2.79 2.60 0.28 0.347
C -1.12 3.26 -3.80 0.195
C 2.59 1.68 2.54 0.550
C 0.55 -5.20 -0.30 -1.156
C -0.53 2.47 -2.84 -0.960
C 4.03 3.20 0.59 -0.033
C -1.14 -4.83 1.38 -1.167
C -3.91 0.90 1.37 0.361
C -2.50 3.48 -3.79 -0.731
C 2.25 -1.42 0.61 -0.964
C 0.49 -3.10 0.89 0.327
H -0.82 1.29 -1.09 0.050
H 3.62 -3.91 0.51 0.302
H 3.34 -3.24 2.12 0.356
H -5.09 3.42 -1.76 0.310
H 0.67 -6.27 -0.08 0.328
H -1.16 -5.89 1.60 0.252
H -1.94 -4.62 0.65 0.390
H 1.50 -4.82 -0.69 0.353
H -2.03 0.92 0.34 -0.679
H 3.20 -1.39 0.07 0.312
H 1.52 -0.83 0.09 0.165
H 0.55 2.33 -2.84 0.593
H -2.95 4.12 -4.54 0.318
H -0.20 -5.10 -1.09 0.366
H 2.40 -0.97 1.60 0.380
H -5.08 3.88 -3.48 0.397
H 2.42 -4.65 1.58 0.395
H -1.33 -2.46 1.01 0.131
H -3.18 -0.31 -0.24 0.215
H -1.37 -4.28 2.29 0.435
H -5.31 2.19 -2.98 0.264
```

orbital gap	0.1932	hartree
total charge	-2
energy relative to the best compared isomer or geometry (same formula, charge and spin)	0.734	eV
LUMO	3.96	eV

***

A molecular structure, C31H40FGe2N4O7SZn. Source: the OMol25 dataset; level of theory: ωB97M-V with the def2-TZVPD basis set.

The geometry in XYZ format:
```
87
Properties=species:S:1:pos:R:3:lowdin_spin:R:1
Ge 0.12 -2.00 -1.04 0.179
Ge 2.05 -3.39 0.99 0.354
Zn 0.09 1.93 -0.08 0.001
S -2.17 0.39 0.01 0.007
F -3.38 6.84 -2.33 0.000
O 1.53 7.85 -0.44 0.000
O -2.66 -1.46 -2.45 0.001
O -2.77 9.20 -0.96 0.000
O -1.97 1.88 0.22 0.008
O 0.81 3.96 0.12 0.000
O -0.77 -0.06 -0.50 0.059
O 0.18 3.24 -1.85 0.000
N -0.63 8.47 -0.71 0.000
N 0.59 1.64 1.99 0.000
N 0.11 6.44 -1.54 0.000
N 1.96 1.17 -0.85 0.005
C -2.88 -4.81 -0.04 0.000
C -1.39 -1.27 2.12 0.002
C -2.17 -0.21 1.70 0.000
C -2.16 7.08 -1.86 0.000
C -1.95 8.34 -1.16 0.000
C 1.75 0.81 2.34 0.001
C -3.02 0.44 2.60 0.000
C -3.96 -3.24 -1.50 0.000
C -1.46 -1.68 3.45 0.000
C -3.08 0.02 3.91 0.000
C 2.41 -3.24 2.94 0.099
C -0.02 -1.11 -3.97 0.011
C 1.46 -2.05 -5.63 0.007
C 0.43 7.60 -0.86 0.000
C 0.69 4.12 -1.12 0.000
C 1.79 -5.32 0.65 0.068
C -2.30 -1.05 4.36 0.001
C 2.86 0.45 0.07 0.003
C -1.16 6.20 -2.02 0.000
C -1.69 -4.10 -0.18 0.003
C 1.60 -2.77 -3.34 0.009
C 2.04 -2.86 -4.65 0.000
C 0.55 -1.92 -2.98 0.060
C -4.01 -4.37 -0.69 0.003
C 1.14 5.43 -1.75 0.000
C 0.44 -1.18 -5.28 0.001
C 3.80 -2.98 0.15 0.048
C -2.76 -2.56 -1.64 0.002
C 2.95 1.10 1.44 0.000
C -2.37 -1.50 5.79 0.000
C -1.60 -2.96 -0.98 0.009
H 3.73 -2.95 -0.94 0.000
H -2.03 -0.71 6.46 0.000
H 1.45 -0.24 2.21 0.002
H 2.42 1.97 -1.27 0.000
H -0.01 -0.55 -6.03 0.000
H -0.42 9.33 -0.22 0.000
H 1.81 -2.11 -6.65 0.001
H 4.20 -2.03 0.49 0.000
H 3.85 0.73 1.94 0.000
H 1.75 -5.53 -0.42 0.000
H 3.11 -2.42 3.13 0.001
H -2.91 -5.69 0.59 0.000
H 2.63 -5.87 1.07 0.010
H -1.75 -2.37 5.96 0.000
H 1.52 -3.07 3.54 0.002
H -0.23 1.32 2.50 0.000
H 2.03 0.95 3.39 0.000
H -3.73 0.53 4.61 0.000
H 3.86 0.37 -0.37 0.000
H 0.88 -5.70 1.10 0.000
H -3.39 -1.75 6.07 0.000
H -0.82 -0.44 -3.72 0.001
H -3.51 -1.29 -2.87 0.000
H -0.81 -4.44 0.35 0.003
H -4.84 -2.89 -2.02 0.000
H 3.07 2.18 1.33 0.000
H 2.84 -3.54 -4.91 0.000
H -3.62 1.28 2.26 0.000
H 1.71 0.55 -1.62 0.003
H 2.47 -0.57 0.16 0.007
H -4.95 -4.90 -0.59 0.000
H 1.31 5.29 -2.81 0.000
H -0.85 -2.52 3.77 0.000
H -1.31 5.25 -2.52 0.000
H -0.71 -1.77 1.44 0.007
H 2.88 -4.17 3.27 0.013
H 4.50 -3.77 0.43 0.007
H 2.08 -3.39 -2.59 -0.001
H 2.04 5.80 -1.26 0.000
H 0.74 2.61 2.27 0.000
```

2S+1	2
orbital gap (spin up / spin down)	0.2151 / 0.2936	hartree
LUMO (spin up / spin down)	0.24 / 0.00	eV

***

A molecular structure, C26H48Cl3CoN6O3Si in a non-equilibrium geometry. Source: the OMol25 dataset; level of theory: ωB97M-V with the def2-TZVPD basis set.

The geometry in XYZ format:
```
88
Properties=species:S:1:pos:R:3:lowdin_spin:R:1
Co -2.00 2.33 -3.07 2.591
Cl -2.63 0.63 -4.45 0.116
Cl -3.04 1.84 -1.20 0.142
Cl 0.57 1.84 -1.73 0.019
Si 0.05 3.25 -3.29 0.012
O -0.27 -1.03 -2.09 0.768
O -0.55 2.10 1.22 0.000
O 2.79 -0.05 -0.23 0.000
N -0.90 -1.96 4.30 0.000
N 1.57 -1.75 4.02 0.000
N 2.75 -1.73 -1.85 -0.001
N 0.24 0.21 4.78 0.000
N 0.04 -0.64 2.48 0.000
N -0.16 4.36 1.13 0.000
C -1.06 -1.55 2.91 0.000
C -1.13 3.32 -4.90 0.042
C 1.60 3.23 -4.17 0.003
C 0.06 0.56 3.35 0.000
C 1.22 4.15 1.54 0.000
C -1.38 4.21 -2.37 0.036
C -0.74 5.65 1.42 0.000
C 0.19 -3.21 -0.30 -0.001
C -1.64 -2.65 -4.60 0.007
C -1.07 -2.90 -0.81 0.032
C 0.47 -2.63 4.44 0.000
C 0.26 -4.72 -4.54 0.005
C -2.23 -3.35 -0.18 0.003
C -2.12 -4.35 0.78 0.003
C -1.21 -1.98 -2.08 0.078
C 1.31 -1.32 2.59 0.000
C 1.53 -0.54 4.89 0.000
C -0.11 -4.02 -3.30 0.018
C 2.61 -0.81 -2.96 0.003
C 3.19 -3.08 -2.16 0.000
C -0.92 -2.96 -3.31 0.075
C -0.89 -0.73 5.14 0.000
C 0.32 -4.15 0.76 0.001
C -0.86 -4.75 1.25 -0.002
C -0.96 3.25 1.08 0.001
C 2.90 -1.23 -0.57 0.000
H 2.16 3.88 -3.51 0.001
H 1.75 5.10 1.35 0.000
H 2.39 -3.62 -2.66 0.000
H -1.99 -0.97 2.77 0.000
H -1.04 5.74 2.48 0.000
H -0.54 -5.24 -5.06 0.000
H -3.02 -4.81 1.18 0.000
H -0.82 2.65 -5.71 0.002
H 4.06 -3.05 -2.82 0.000
H -0.82 -5.47 2.08 0.000
H 3.45 -3.61 -1.24 0.000
H 1.35 -2.25 1.99 0.000
H -0.93 -2.20 -5.31 0.001
H -3.21 -3.04 -0.53 0.000
H -0.80 4.69 -1.57 0.010
H -2.05 -3.56 -5.11 0.002
H -2.28 -1.64 -2.11 0.003
H 3.12 -2.05 0.18 0.000
H -2.03 3.44 0.86 0.001
H -0.74 -1.05 6.18 0.000
H -2.25 3.22 -4.78 0.005
H 0.00 6.42 1.21 0.000
H 1.65 -0.87 5.94 0.000
H -0.89 4.39 -5.10 0.006
H 1.28 3.91 2.62 0.000
H 0.33 -4.41 -2.40 0.001
H 0.70 -4.08 -5.30 0.001
H 2.15 -0.66 2.31 0.000
H 0.88 1.22 3.02 0.000
H 1.31 -4.45 1.16 0.000
H -0.91 1.06 3.21 0.000
H -1.60 4.88 -3.22 0.001
H 2.02 2.21 -4.27 0.000
H -1.63 5.83 0.80 0.000
H -1.84 -0.18 5.02 0.000
H -2.37 3.86 -1.93 0.007
H 2.55 0.21 -2.57 0.000
H 0.55 -2.90 5.51 0.000
H 2.32 0.14 4.57 0.000
H 1.06 -2.78 -0.81 0.000
H 1.69 -1.04 -3.50 0.002
H 3.47 -0.91 -3.63 0.000
H 1.00 -5.47 -4.27 0.000
H -2.45 -1.93 -4.40 0.002
H -1.04 -2.42 2.23 0.000
H 1.66 3.32 0.96 0.000
H 1.29 3.65 -5.13 0.000
H 0.42 -3.53 3.80 0.000
```

2S+1	5
orbital gap (spin up / spin down)	0.2532 / 0.2347	hartree
LUMO (spin up / spin down)	-0.67 / -1.17	eV

***

2 unconnected molecules or ions with the total composition C12H27BFNO2S in a non-equilibrium geometry. Source: the OMol25 dataset; level of theory: ωB97M-V with the def2-TZVPD basis set.

The geometry in XYZ format:
```
45
Properties=species:S:1:pos:R:3:mulliken_charge:R:1
S 0.54 -5.52 2.02 -0.463
F -2.65 -2.13 0.81 -0.291
O -2.37 -1.16 3.01 -0.560
O 2.42 -3.38 1.90 -0.253
N -1.07 1.45 -1.46 0.308
C 0.79 1.09 -0.01 -0.754
C -0.61 -2.97 2.51 -0.474
C -1.15 2.99 -1.49 -0.680
C 3.10 -2.12 2.33 -0.482
C 1.44 -3.10 0.82 -0.284
C 0.35 0.89 -1.44 -0.784
C -1.64 0.96 -0.11 -0.582
C -1.86 0.85 -2.61 -1.092
C -0.33 3.66 -2.60 -0.493
C -0.44 0.74 0.81 0.754
C -1.90 -2.05 2.09 0.545
C 0.99 4.22 -2.10 -1.182
B 0.03 -3.86 1.29 0.522
H -2.35 1.70 0.27 0.195
H -1.83 -0.24 -2.53 0.430
H -0.91 4.51 -2.98 0.393
H -2.21 3.22 -1.63 0.388
H -0.70 -4.03 0.39 -0.227
H 1.27 -1.93 0.66 -0.081
H 1.65 0.47 0.25 0.593
H -2.17 0.01 -0.28 0.374
H -0.86 3.36 -0.50 0.564
H 1.70 3.43 -1.81 0.236
H -0.40 -0.31 1.12 -1.109
H 2.30 -1.27 2.53 0.170
H -2.90 1.20 -2.53 0.407
H 1.47 4.81 -2.89 0.379
H -0.51 1.35 1.71 0.459
H 0.84 4.87 -1.23 0.331
H 0.29 -0.18 -1.67 0.504
H 1.08 2.14 0.17 0.287
H 3.82 -1.83 1.43 0.214
H 1.87 -3.63 -0.15 0.082
H -1.41 1.17 -3.55 0.353
H -0.16 3.00 -3.46 0.246
H 0.49 -5.36 3.44 0.020
H -0.95 -3.72 3.35 0.252
H 3.70 -2.36 3.32 0.199
H 0.97 1.38 -2.19 0.409
H 0.26 -2.30 2.98 0.177
```

orbital gap	0.2135	hartree
LUMO	-0.42	eV